[1]
The following is a quantum chemistry calculation of the molecule C3H3N3 in a non-equilibrium geometry, from OMol25.

```
! RIJCOSX wB97M-V def2-TZVPD def2/J DEFGRID3
* xyz 0 1
C 0.41 -0.22 -0.78
C -0.85 0.06 -0.97
N -1.43 0.98 -0.05
N -1.04 0.81 1.13
N -0.17 0.32 1.75
C 1.18 -0.32 0.30
H 1.17 -1.44 -0.01
H -1.46 -0.18 -1.80
H 2.20 0.00 0.42
*
```

As for the largest force on an atom: 3.1 eV/A. The HOMO-LUMO gap comes out at 8.2 eV. The energy relative to the best compared isomer or geometry (same formula, charge and spin) comes out at 6.390 eV.

---

[2]
The following is a quantum chemistry calculation of a cluster of 22 separate species, C72H202N14O22 in total in a non-equilibrium geometry, from OMol25.

```
! RIJCOSX wB97M-V def2-TZVPD def2/J DEFGRID3
* xyz 0 1
C -14.51 24.04 23.59
C -15.19 24.82 22.57
O -15.49 26.14 23.10
H -13.56 24.52 23.81
H -14.44 23.00 23.27
H -15.09 23.95 24.51
H -16.13 24.27 22.49
H -14.60 24.77 21.66
H -15.94 26.01 23.94
C -1.98 25.76 23.65
C -2.45 25.00 24.88
O -3.22 25.82 25.69
H -1.55 26.66 24.10
H -2.82 25.94 22.98
H -1.17 25.22 23.17
H -1.63 24.55 25.45
H -3.13 24.21 24.55
H -4.06 25.43 25.95
C -8.72 29.66 26.43
C -7.84 30.14 27.60
O -8.32 29.67 28.83
H -9.66 30.16 26.65
H -8.87 28.58 26.38
H -8.27 29.93 25.47
H -7.98 31.22 27.60
H -6.78 29.93 27.47
H -9.05 30.23 29.10
C -11.44 21.54 20.99
C -12.14 22.44 20.04
O -11.16 23.31 19.46
H -12.21 20.89 21.41
H -10.87 22.07 21.76
H -10.70 20.83 20.61
H -12.94 23.04 20.47
H -12.59 21.84 19.25
H -10.71 22.82 18.77
C -4.09 23.50 20.72
C -2.79 22.78 20.48
O -2.45 22.19 21.70
H -4.75 22.83 21.26
H -4.49 23.85 19.77
H -4.04 24.36 21.39
H -2.07 23.45 20.03
H -2.94 21.98 19.75
H -3.01 21.42 21.82
C -4.67 18.15 25.69
C -4.87 19.22 26.75
O -5.84 20.09 26.32
H -4.41 18.58 24.72
H -5.49 17.42 25.62
H -3.80 17.53 25.89
H -3.97 19.82 26.83
H -5.15 18.91 27.75
H -6.05 20.72 27.01
C -2.75 18.67 20.84
C -4.16 18.75 21.48
O -4.37 20.13 21.93
H -2.03 19.16 21.49
H -2.71 19.20 19.89
H -2.48 17.63 20.72
H -4.15 18.22 22.43
H -5.02 18.38 20.91
H -5.20 20.22 22.40
C -1.74 19.70 24.39
C -1.10 20.80 25.20
O -0.04 20.25 26.03
H -1.08 19.26 23.64
H -2.66 20.06 23.95
H -2.01 18.91 25.10
H -1.79 21.32 25.86
H -0.59 21.53 24.58
H 0.79 20.43 25.58
C -5.22 21.22 17.94
C -4.40 22.24 17.13
C -3.43 21.51 16.21
O -2.52 20.73 16.82
C -1.69 20.07 15.87
N -5.32 23.17 16.46
H -6.10 21.66 18.40
H -4.66 20.71 18.72
H -5.65 20.44 17.30
H -3.84 22.85 17.84
H -2.89 22.19 15.54
H -4.03 20.92 15.52
H -2.14 19.43 15.11
H -1.10 19.38 16.47
H -1.03 20.80 15.40
H -5.39 22.84 15.51
H -4.91 24.08 16.35
C -7.20 12.95 26.30
C -7.47 14.39 25.90
C -6.75 14.83 24.63
O -5.35 14.47 24.68
C -4.85 14.53 23.35
N -8.84 14.53 25.71
H -6.17 12.86 26.66
H -7.48 12.28 25.49
H -7.64 12.71 27.26
H -7.20 15.11 26.67
H -6.89 15.91 24.54
H -7.28 14.34 23.82
H -5.55 14.19 22.59
H -3.92 13.95 23.28
H -4.61 15.57 23.13
H -9.23 14.12 26.54
H -9.02 13.88 24.96
C -7.85 15.54 20.99
C -8.87 16.26 21.93
C -8.27 17.62 22.29
O -9.11 18.40 23.13
C -9.04 18.03 24.52
N -10.12 16.31 21.23
H -6.83 15.73 21.33
H -7.78 15.85 19.95
H -7.99 14.46 20.95
H -9.00 15.62 22.80
H -8.11 18.15 21.35
H -7.27 17.48 22.70
H -9.71 17.20 24.72
H -9.43 18.91 25.03
H -8.01 17.88 24.85
H -10.69 16.90 21.81
H -9.95 16.75 20.34
C -6.57 25.37 18.73
C -7.63 26.12 17.88
C -7.45 27.66 17.87
O -6.25 27.92 17.13
C -6.11 29.27 16.90
N -7.63 25.56 16.50
H -6.45 25.80 19.72
H -5.56 25.38 18.32
H -6.77 24.30 18.78
H -8.64 25.90 18.20
H -7.32 28.01 18.89
H -8.33 28.16 17.47
H -7.03 29.72 16.53
H -5.30 29.49 16.21
H -5.85 29.73 17.86
H -7.33 24.60 16.60
H -6.74 25.88 16.13
C -12.22 27.47 24.93
C -12.30 28.06 23.48
C -11.94 27.03 22.39
O -10.52 26.75 22.44
C -10.06 25.77 21.52
N -13.72 28.54 23.33
H -12.55 28.20 25.67
H -11.15 27.34 25.09
H -12.72 26.51 25.09
H -11.69 28.96 23.37
H -12.24 27.31 21.38
H -12.45 26.07 22.52
H -10.55 24.80 21.61
H -8.98 25.59 21.57
H -10.33 26.06 20.51
H -13.77 28.87 22.38
H -14.37 27.76 23.41
C -9.93 24.21 13.99
C -10.45 23.61 15.32
C -9.53 22.46 15.90
O -9.93 21.99 17.20
C -9.02 21.15 17.82
N -10.54 24.69 16.26
H -10.01 23.42 13.24
H -8.87 24.46 14.07
H -10.54 25.04 13.64
H -11.47 23.28 15.16
H -8.56 22.92 16.03
H -9.50 21.64 15.18
H -8.14 21.68 18.18
H -8.72 20.38 17.11
H -9.48 20.56 18.62
H -10.85 24.42 17.18
H -9.60 25.01 16.42
C -17.14 25.24 27.66
C -16.90 26.51 26.81
C -15.36 26.81 26.86
O -14.81 26.88 28.21
C -15.19 27.93 29.01
N -17.27 26.20 25.44
H -16.60 24.47 27.11
H -18.19 24.94 27.74
H -16.74 25.40 28.66
H -17.57 27.28 27.19
H -15.12 27.65 26.21
H -14.91 25.96 26.35
H -15.10 28.88 28.48
H -14.62 27.99 29.93
H -16.23 27.77 29.32
H -17.50 27.02 24.90
H -18.11 25.64 25.54
C -9.73 21.97 28.83
C -9.44 20.62 29.54
C -9.13 19.46 28.56
O -8.82 18.37 29.35
C -8.15 17.27 28.67
N -8.33 20.81 30.41
H -8.91 22.31 28.20
H -9.94 22.83 29.47
H -10.62 21.98 28.20
H -10.27 20.25 30.15
H -8.28 19.71 27.93
H -9.97 19.28 27.89
H -8.12 16.38 29.30
H -7.10 17.50 28.53
H -8.56 17.05 27.68
H -8.54 21.38 31.22
H -8.07 19.92 30.83
C -4.70 15.40 14.93
C -3.28 15.90 15.27
C -2.89 15.76 16.78
O -3.77 16.44 17.72
C -3.64 17.87 17.70
N -2.29 15.27 14.43
H -5.40 15.89 15.61
H -4.83 14.34 15.15
H -4.99 15.72 13.93
H -3.26 16.93 14.91
H -1.90 16.15 16.99
H -2.95 14.71 17.06
H -3.77 18.31 16.71
H -2.62 18.14 17.96
H -4.24 18.30 18.50
H -1.38 15.69 14.49
H -2.55 15.49 13.47
C -7.40 17.22 17.38
C -8.65 16.59 16.73
C -9.92 17.38 16.93
O -10.28 17.49 18.31
C -11.53 18.13 18.54
N -8.33 16.65 15.32
H -6.47 16.64 17.33
H -7.57 17.35 18.45
H -7.09 18.18 16.98
H -8.74 15.56 17.07
H -10.74 16.88 16.41
H -9.93 18.37 16.46
H -11.73 18.03 19.61
H -12.43 17.73 18.07
H -11.46 19.20 18.37
H -9.16 16.50 14.77
H -7.79 15.81 15.16
C -12.44 19.33 24.13
C -12.81 18.65 25.47
C -12.91 19.75 26.53
O -13.04 19.07 27.77
C -13.17 20.01 28.81
N -14.14 18.07 25.20
H -13.18 20.06 23.78
H -12.16 18.66 23.32
H -11.57 19.95 24.32
H -12.04 17.92 25.74
H -13.61 20.53 26.25
H -12.00 20.35 26.57
H -12.39 20.76 28.82
H -13.09 19.44 29.74
H -14.12 20.52 28.96
H -14.02 17.14 24.81
H -14.74 17.96 26.00
C -13.36 23.54 27.79
C -12.58 24.41 28.85
C -11.57 25.42 28.26
O -10.47 24.68 27.80
C -9.28 25.48 27.63
N -13.52 25.03 29.73
H -14.05 22.88 28.32
H -12.69 22.94 27.18
H -14.07 24.14 27.22
H -12.02 23.77 29.54
H -11.24 26.25 28.88
H -12.05 25.92 27.42
H -9.13 26.21 28.42
H -9.23 25.99 26.66
H -8.46 24.76 27.59
H -13.16 25.53 30.53
H -14.01 25.75 29.22
C -3.99 23.00 27.93
C -5.50 23.12 28.00
C -6.08 23.32 26.61
O -5.84 24.67 26.17
C -6.47 24.97 24.91
N -5.91 21.92 28.58
H -3.67 22.07 27.45
H -3.44 23.14 28.85
H -3.70 23.94 27.46
H -5.91 23.82 28.73
H -7.16 23.15 26.63
H -5.73 22.55 25.93
H -7.53 24.74 24.94
H -6.06 24.39 24.08
H -6.22 26.00 24.66
H -5.24 21.57 29.25
H -6.77 22.00 29.11
C -7.68 21.84 21.57
C -7.45 21.70 23.08
C -8.81 21.85 23.83
O -9.23 23.23 23.73
C -10.33 23.52 24.50
N -6.91 20.40 23.35
H -8.34 21.07 21.17
H -6.69 21.75 21.12
H -8.11 22.82 21.37
H -6.72 22.42 23.45
H -8.61 21.69 24.89
H -9.55 21.13 23.50
H -10.21 23.24 25.55
H -11.23 23.08 24.08
H -10.51 24.59 24.62
H -6.63 20.30 24.31
H -7.68 19.75 23.29
*
```

As for the largest force on an atom: 3.7 eV/A. The HOMO-LUMO gap comes out at 9.1 eV. The energy relative to the best compared isomer or geometry (same formula, charge and spin) comes out at 0.261 eV.

---

[3]
The following is a quantum chemistry calculation of a structure of composition C37H44InN8OPS3, from OMol25.

```
! RIJCOSX wB97M-V def2-TZVPD def2/J DEFGRID3
* xyz 0 1
In -0.41 0.92 1.88
N -3.12 -1.07 -0.36
C -3.04 -2.01 -1.36
C -4.20 -2.69 -1.77
C -4.14 -3.66 -2.75
C -2.94 -3.97 -3.37
C -1.79 -3.32 -2.97
C -1.81 -2.35 -1.96
P -0.29 -1.50 -1.42
C 0.24 -0.79 -3.03
C -0.36 0.42 -3.38
C -0.13 1.00 -4.62
C 0.73 0.40 -5.52
C 1.35 -0.79 -5.18
C 1.10 -1.39 -3.95
C 0.91 -2.86 -1.18
C 0.51 -4.16 -0.87
C 1.45 -5.13 -0.53
C 2.80 -4.82 -0.49
C 3.21 -3.53 -0.79
C 2.27 -2.56 -1.13
H -4.03 -0.81 -0.02
H -2.41 -0.36 -0.27
H -5.14 -2.45 -1.30
H -5.05 -4.16 -3.04
H -2.90 -4.72 -4.16
H -0.85 -3.55 -3.45
H -1.02 0.91 -2.67
H -0.62 1.94 -4.88
H 0.93 0.86 -6.48
H 2.03 -1.27 -5.87
H 1.57 -2.33 -3.70
H -0.54 -4.42 -0.90
H 1.12 -6.14 -0.30
H 3.52 -5.58 -0.22
H 4.26 -3.27 -0.76
H 2.60 -1.56 -1.35
C -1.91 3.36 5.33
C -1.95 2.57 4.04
S -0.82 3.18 2.80
C -2.72 1.48 3.88
C -3.62 0.95 4.97
S -2.81 0.53 2.39
H -1.31 4.26 5.20
H -1.46 2.78 6.14
H -2.91 3.66 5.65
H -3.53 1.52 5.89
H -3.36 -0.09 5.18
H -4.66 0.96 4.65
N 2.56 1.10 -1.14
C 3.24 1.21 -2.29
C 2.71 2.29 -2.96
C 1.70 2.76 -2.11
N 1.61 2.03 -1.00
H 2.72 0.47 -0.36
H 4.04 0.54 -2.54
H 2.99 2.67 -3.93
H 1.02 3.59 -2.27
C 2.77 4.93 3.28
C 3.29 3.70 2.61
C 4.52 3.66 1.95
C 4.88 2.47 1.36
N 4.08 1.40 1.36
C 2.92 1.54 2.00
S 1.89 0.10 2.01
N 2.51 2.62 2.65
H 3.58 5.54 3.68
H 2.08 4.65 4.07
H 2.21 5.53 2.55
H 5.17 4.53 1.92
H 5.83 2.36 0.85
C -3.15 2.46 -2.02
N -2.04 3.19 -1.44
C -1.84 4.56 -1.88
C -1.21 2.63 -0.56
O -1.29 1.45 -0.18
H -4.08 2.99 -1.81
H -3.20 1.47 -1.58
H -3.03 2.37 -3.10
H -2.78 5.09 -1.86
H -1.44 4.58 -2.90
H -1.14 5.06 -1.21
H -0.44 3.30 -0.17
C 1.27 -4.78 3.49
N 0.38 -3.72 3.07
C -0.68 -3.84 2.19
C -1.16 -2.58 2.01
N -0.44 -1.69 2.77
C 0.48 -2.41 3.38
H 0.69 -5.68 3.72
H 1.79 -4.47 4.39
H 1.99 -5.01 2.71
H -0.97 -4.79 1.79
H -2.01 -2.25 1.43
H 1.23 -2.03 4.06
*
```

As for the largest force on an atom: 0.6 eV/A. The HOMO-LUMO gap comes out at 7.0 eV. The energy relative to the best compared isomer or geometry (same formula, charge and spin) comes out at 1.105 eV.

---

[4]
The following is a quantum chemistry calculation of a cluster of 3 separate species, C22H16ClO9P in total in a non-equilibrium geometry, from OMol25.

```
! RIJCOSX wB97M-V def2-TZVPD def2/J DEFGRID3
* xyz 0 1
C -3.84 1.27 4.97
C -4.60 1.74 3.86
C -3.75 2.31 2.64
C -3.12 1.38 1.75
P -3.22 -0.50 1.93
O -4.09 -1.15 0.58
Cl -1.23 -1.30 1.91
C -2.26 2.06 0.55
O -2.30 1.63 -0.62
C -1.40 3.35 1.00
C 0.09 3.55 0.48
C 0.22 4.10 -1.01
O -0.06 5.28 -1.28
O 0.72 3.16 -1.98
C -2.02 4.27 1.90
C -3.52 3.89 2.37
O -4.42 4.75 2.51
H -2.82 1.76 5.18
H -4.23 0.44 5.67
H -5.74 1.71 3.90
H -4.47 -0.36 0.10
H 0.63 2.53 0.60
H 0.61 4.24 1.25
H 1.33 2.58 -1.47
H -1.51 5.21 2.29
O 0.94 -3.52 3.64
C 1.26 -4.42 2.88
C 1.31 -4.20 1.42
C 1.67 -5.18 0.59
C 2.02 -6.53 1.09
O 2.35 -7.42 0.33
C 1.97 -6.74 2.55
C 1.62 -5.76 3.38
H 1.05 -3.21 1.06
H 1.71 -5.05 -0.49
H 2.23 -7.73 2.91
H 1.57 -5.90 4.46
O 3.92 2.00 -3.19
C 3.47 1.38 -4.13
C 2.06 1.53 -4.54
C 1.56 0.84 -5.57
C 2.41 -0.08 -6.35
O 1.95 -0.71 -7.30
C 3.82 -0.23 -5.95
C 4.32 0.46 -4.91
H 1.45 2.21 -3.95
H 0.53 0.93 -5.88
H 4.43 -0.91 -6.53
H 5.35 0.36 -4.60
*
```

The SMILES is C=CC1=C(P(O)Cl)C(=O)C(CC(=O)O)=CC1=O.O=C1C=CC(=O)C=C1.O=C1C=CC(=O)C=C1. As for the largest force on an atom: 4.8 eV/A. The HOMO-LUMO gap comes out at 7.3 eV.

---

[5]
The following is a quantum chemistry calculation of a cluster of 2 separate species, C2H4NO2S in total in a non-equilibrium geometry, from OMol25.

```
! RIJCOSX wB97M-V def2-TZVPD def2/J DEFGRID3
* xyz -1 1
C 0.76 -2.18 1.38
C -0.63 1.39 -1.29
N 1.22 -1.91 0.24
O -0.01 -1.19 0.82
O 0.76 -2.76 2.42
S -0.05 1.90 0.30
H 0.06 2.06 -1.97
H -1.67 1.66 -1.49
H -0.36 0.27 -1.38
H -0.09 0.76 0.97
*
```

As for the largest force on an atom: 3.2 eV/A. The HOMO-LUMO gap comes out at 6.8 eV. The energy relative to the best compared isomer or geometry (same formula, charge and spin) comes out at 2.959 eV.